Computed, not measured: a structure of composition C41H34AsN2S3SbTa at a distorted geometry, with ωB97M-V/def2-TZVPD.

Results
**Kohn-Sham gap**: 3.7 eV
**Total charge**: +3

Each line ends with the Löwdin charge.
Positions of all 83 atoms, in Å:
Ta (13.86523, 13.75878, 10.01194)  0.53
S (16.03979, 14.29848, 9.20412)  0.72
C (16.35313, 15.18456, 10.74770)  -0.64
C (17.66123, 15.08191, 11.20470)  -0.09
C (18.13378, 16.05387, 12.05956)  -0.01
C (17.25118, 17.06306, 12.44572)  -0.04
C (15.92868, 17.02094, 12.13282)  -0.10
C (15.40561, 15.99073, 11.36040)  -0.43
As (13.52119, 16.09772, 10.86049)  1.21
C (13.06125, 17.84765, 9.97513)  -0.32
C (13.12110, 19.09053, 10.62129)  -0.09
C (12.89888, 20.22751, 9.87152)  -0.05
C (12.59935, 20.15536, 8.53071)  -0.02
C (12.45846, 18.90426, 7.92652)  -0.03
C (12.78383, 17.75424, 8.62977)  -0.12
C (12.74598, 16.41367, 12.62847)  -0.40
C (13.47376, 16.05926, 13.80996)  -0.12
C (12.97659, 16.45283, 15.01187)  -0.03
C (11.67104, 17.07463, 15.08380)  -0.03
C (10.98667, 17.35078, 13.93669)  -0.07
C (11.53863, 17.03234, 12.68924)  -0.14
H (18.25393, 14.22562, 10.89366)  0.12
H (19.11593, 16.06442, 12.53227)  0.14
H (17.64096, 17.91812, 13.06644)  0.15
H (15.22740, 17.87651, 12.44889)  0.14
H (13.40840, 19.09401, 11.69396)  0.12
H (12.98240, 21.20761, 10.41507)  0.15
H (12.42309, 21.00741, 7.96107)  0.11
H (12.10721, 18.88118, 6.94557)  0.10
H (12.76629, 16.78665, 8.15885)  0.05
H (14.31140, 15.39199, 13.67621)  0.09
H (13.54172, 16.22929, 15.92680)  0.13
H (11.24675, 17.19714, 16.06810)  0.12
H (9.93742, 17.73146, 13.92703)  0.14
H (10.99356, 17.30888, 11.77381)  0.12
S (12.83525, 13.85337, 8.05901)  0.32
Sb (10.92793, 13.32377, 10.29952)  1.49
C (10.32550, 11.22963, 10.00999)  -0.32
C (10.63088, 10.58161, 8.82505)  -0.16
C (10.37210, 9.23796, 8.58315)  -0.05
C (9.69346, 8.47196, 9.53761)  -0.02
C (9.27398, 9.11142, 10.70279)  -0.03
C (9.66328, 10.42644, 10.93405)  -0.10
C (9.45889, 13.55221, 11.91227)  -0.33
C (10.10016, 13.91161, 13.06973)  -0.15
C (9.28743, 14.16076, 14.23077)  -0.03
C (7.91210, 14.10462, 14.11366)  -0.02
C (7.30740, 13.81052, 12.86228)  -0.05
C (8.03921, 13.57484, 11.76295)  -0.10
C (9.66180, 14.47228, 8.91731)  -0.41
C (9.48416, 14.05636, 7.60551)  -0.17
C (8.74834, 14.74547, 6.65613)  -0.05
C (8.02060, 15.86693, 7.03942)  -0.05
C (8.09966, 16.32535, 8.35568)  0.00
C (8.93698, 15.57305, 9.30978)  -0.10
H (11.18501, 11.08286, 8.04370)  0.08
H (10.67980, 8.76998, 7.63950)  0.13
H (9.48164, 7.41981, 9.36872)  0.13
H (8.68383, 8.58946, 11.42796)  0.12
H (9.28150, 10.78802, 11.87894)  0.11
H (11.17955, 13.97806, 13.14990)  0.05
H (9.79194, 14.40345, 15.19328)  0.13
H (7.27423, 14.23935, 14.94909)  0.11
H (6.22109, 13.94847, 12.79732)  0.14
H (7.60362, 13.34395, 10.74161)  0.15
H (9.88333, 13.04252, 7.30618)  0.10
H (8.87020, 14.53153, 5.56028)  0.14
H (7.40471, 16.47111, 6.38229)  0.12
H (7.54254, 17.23297, 8.60424)  0.12
H (9.00590, 15.88834, 10.32934)  0.08
C (14.57792, 7.54785, 11.25702)  0.01
C (14.65318, 9.03771, 10.79013)  -0.20
C (14.91244, 9.40448, 9.46663)  0.03
C (14.90045, 10.74446, 9.16305)  -0.10
N (14.66143, 11.65930, 10.07996)  -0.18
C (14.38543, 11.27382, 11.34391)  -0.75
S (13.70711, 12.60234, 12.34088)  0.67
N (14.47701, 10.01889, 11.76121)  0.15
H (14.82786, 7.60261, 12.30573)  0.08
H (15.33075, 6.92118, 10.68936)  0.11
H (13.55630, 7.13210, 11.05627)  0.11
H (15.19037, 8.66768, 8.71586)  0.14
H (15.15898, 11.08998, 8.17219)  0.13